The following is a DFT calculation (wB97M-V/def2-TZVPD) of a molecular structure, C36H33N4PtSb.

Geometry (Å):
1 Pt 0.541 0.571 -0.824
2 C 0.705 -0.363 -3.773
3 N 0.545 -0.983 -2.428
4 C -0.737 -1.708 -2.286
5 C -1.906 -0.775 -2.103
6 C -3.179 -1.114 -2.522
7 C -4.233 -0.271 -2.199
8 C -3.981 0.887 -1.479
9 C -2.679 1.167 -1.111
10 N -1.667 0.349 -1.422
11 C 1.701 -1.844 -2.079
12 C 2.936 -1.016 -1.848
13 C 4.181 -1.378 -2.322
14 C 5.276 -0.592 -1.987
15 C 5.090 0.529 -1.197
16 C 3.809 0.833 -0.772
17 N 2.757 0.076 -1.094
18 C 0.657 1.146 -3.788
19 C 0.642 1.844 -4.985
20 C 0.638 3.227 -4.954
21 C 0.645 3.880 -3.727
22 C 0.654 3.121 -2.580
23 N 0.662 1.779 -2.616
24 H 1.664 -0.675 -4.189
25 H -0.065 -0.750 -4.442
26 H -0.906 -2.361 -3.144
27 H -0.666 -2.337 -1.397
28 H -3.344 -2.027 -3.082
29 H -5.241 -0.519 -2.505
30 H -4.777 1.568 -1.206
31 H -2.429 2.056 -0.545
32 H 1.446 -2.363 -1.155
33 H 1.879 -2.596 -2.851
34 H 4.295 -2.265 -2.934
35 H 6.264 -0.856 -2.342
36 H 5.918 1.164 -0.913
37 H 3.609 1.702 -0.157
38 H 0.635 1.307 -5.926
39 H 0.627 3.793 -5.876
40 H 0.641 4.959 -3.660
41 H 0.653 3.576 -1.598
42 C -3.690 2.937 3.166
43 C -3.925 1.579 3.004
44 C -2.903 0.739 2.571
45 C -1.642 1.267 2.301
46 C -1.407 2.633 2.471
47 C -2.431 3.465 2.905
48 Sb -0.021 0.080 1.659
49 C -0.792 -1.890 1.641
50 C -1.956 -2.201 0.929
51 C -2.404 -3.516 0.871
52 C -1.692 -4.524 1.512
53 C -0.534 -4.219 2.214
54 C -0.081 -2.905 2.280
55 C 1.188 0.050 3.374
56 C 0.552 -0.268 4.574
57 C 1.293 -0.296 5.747
58 C 2.653 -0.005 5.721
59 C 3.281 0.313 4.527
60 C 2.548 0.341 3.346
61 H -4.486 3.586 3.510
62 H -4.901 1.167 3.228
63 H -3.093 -0.322 2.476
64 H -0.424 3.056 2.284
65 H -2.245 4.522 3.048
66 H -2.528 -1.424 0.429
67 H -3.316 -3.751 0.334
68 H -2.046 -5.547 1.472
69 H 0.015 -5.003 2.723
70 H 0.816 -2.678 2.845
71 H -0.509 -0.487 4.604
72 H 0.808 -0.542 6.683
73 H 3.225 -0.025 6.641
74 H 4.339 0.540 4.512
75 H 3.045 0.587 2.413

Results
Multiplicity: 3
E, eV: -53598.378
Charge: +2